DFT (ωB97M-V/def2-TZVPD) results for a 13-piece molecular cluster, C20H66N12O20 overall at a distorted geometry.

```
118
Properties=species:S:1:pos:R:3:lowdin_charge:R:1
C 4.7742 -0.2572 -3.8018 -0.203
C 4.4327 -0.8465 -2.4333 -0.257
O 3.3879 -1.8011 -2.5359 -0.060
O 3.6464 0.5187 -4.3152 -0.089
H 5.0182 -0.9910 -4.5699 0.115
H 5.6527 0.3774 -3.6851 0.105
H 4.3305 -0.0412 -1.7059 0.102
H 5.3374 -1.2913 -2.0188 0.109
H 2.5370 -1.3594 -2.5847 0.028
H 3.5049 1.2704 -3.7351 0.020
C 0.4319 0.5202 -3.4771 -0.173
C -0.5815 0.5040 -4.6288 -0.192
O -1.0957 1.8855 -4.7870 -0.100
O 0.9450 -0.8298 -3.4300 -0.069
H -0.1379 0.9700 -2.6640 0.088
H 1.2761 1.1236 -3.8106 0.121
H -1.4575 -0.1275 -4.4811 0.097
H -0.1298 0.2429 -5.5858 0.126
H -1.8409 1.9063 -5.3919 0.080
H 0.2399 -1.4612 -3.2699 0.038
C -0.0680 -4.5164 3.2586 -0.212
C 0.4886 -3.0695 3.3560 -0.180
O 1.5639 -2.7950 2.3907 -0.092
O -0.6064 -4.6682 1.9647 -0.093
H -0.7617 -4.6854 4.0822 0.120
H 0.7233 -5.2425 3.4449 0.121
H 1.0086 -2.9648 4.3082 0.108
H -0.3189 -2.4092 3.0397 0.102
H 1.1963 -2.6459 1.5164 0.029
H -1.3555 -5.2682 1.9860 0.106
C -3.0361 -3.6472 -2.4697 -0.165
C -2.0426 -2.4431 -2.3744 -0.246
O -1.1764 -2.4395 -3.4443 -0.061
O -3.8978 -3.4886 -3.6337 -0.068
H -3.6616 -3.5636 -1.5809 0.106
H -2.5337 -4.6133 -2.5188 0.105
H -1.4048 -2.5073 -1.4928 0.082
H -2.4838 -1.4492 -2.2986 0.098
H -1.5536 -2.9245 -4.1819 0.104
H -3.4562 -3.8207 -4.4187 0.072
C 0.0794 -0.0335 0.0436 -0.185
C 1.3053 0.8755 -0.0172 -0.171
O 0.9336 2.2464 -0.2616 -0.104
O 0.4185 -1.4402 0.2707 -0.065
H -0.5615 0.0842 -0.8302 0.093
H -0.6325 0.2531 0.8177 0.100
H 2.0009 0.4401 -0.7347 0.117
H 1.7751 0.8334 0.9654 0.105
H 0.0115 2.3953 -0.4835 0.023
H -0.3479 -1.9798 0.0634 0.054
C 1.0066 -6.4221 -0.9324 -0.191
C -0.4084 -5.8672 -1.2566 -0.219
O -0.4431 -4.5407 -0.7473 -0.090
O 1.2623 -6.4891 0.4981 -0.074
H 1.8189 -5.9116 -1.4499 0.121
H 1.0450 -7.4191 -1.3712 0.109
H -1.2873 -6.3384 -0.8166 0.118
H -0.6167 -5.9872 -2.3198 0.107
H -0.6556 -4.5691 0.1884 0.029
H 1.3494 -5.6206 0.8978 0.058
C -3.4611 -1.5385 1.6804 -0.247
C -4.1580 -2.5326 2.6683 -0.231
O -5.5428 -2.5727 2.4533 -0.047
O -3.5279 -1.8623 0.3304 -0.067
H -2.4037 -1.4388 1.9253 0.099
H -3.8420 -0.5178 1.7136 0.105
H -3.8702 -2.1017 3.6272 0.113
H -3.7191 -3.5281 2.6016 0.112
H -6.0107 -2.6546 3.2875 0.090
H -4.3681 -1.5353 0.0006 0.089
C -0.7644 6.0416 -1.3886 -0.799
O -0.4331 7.1855 -1.6093 0.024
N -1.7850 5.4940 -2.0299 0.165
N -0.0971 5.1991 -0.7130 0.187
H -1.9518 4.5333 -1.7664 0.057
H -2.4567 5.9547 -2.6271 0.114
H -0.3267 4.2156 -0.7082 0.068
H 0.6810 5.5770 -0.1916 0.107
C -1.7649 2.4627 3.6263 -0.781
O -1.5158 3.5336 3.0853 0.037
N -1.0594 1.3935 3.7594 0.197
N -2.8539 2.3226 4.3224 0.154
H -1.2717 0.6079 4.3577 0.118
H -0.2204 1.3838 3.1973 0.100
H -3.2367 1.4174 4.5548 0.106
H -3.5248 3.0747 4.2566 0.121
C 3.9776 3.5713 -1.5861 -0.804
O 3.5370 2.9512 -2.5173 0.055
N 5.1265 4.1468 -1.6096 0.167
N 3.4813 3.6307 -0.3910 0.187
H 5.3981 4.7878 -0.8779 0.116
H 5.5152 4.1808 -2.5412 0.126
H 3.9844 4.0442 0.3810 0.118
H 2.5212 3.3186 -0.4239 0.070
C -2.6416 1.9745 -1.2233 -0.679
O -1.7054 2.7277 -0.9557 -0.012
N -2.8979 1.3189 -2.3749 0.207
N -3.3068 1.4838 -0.2403 0.191
H -3.7013 0.7097 -2.4342 0.112
H -2.2788 1.4439 -3.1630 0.068
H -3.0341 1.8885 0.6440 0.131
H -4.1983 1.0860 -0.4995 0.121
C 1.9733 0.0375 5.0069 -0.799
O 1.0596 -0.7280 5.3098 0.002
N 2.3953 0.9356 5.8438 0.174
N 2.5327 0.0822 3.8619 0.192
H 3.0809 1.6418 5.6169 0.114
H 1.9044 1.0111 6.7233 0.124
H 3.4296 0.5417 3.7955 0.120
H 2.3911 -0.5818 3.1141 0.104
C 1.6494 5.0362 2.6759 -0.818
O 2.5178 5.6305 3.2408 0.045
N 1.5896 3.7509 2.5642 0.173
N 0.5821 5.5778 2.1310 0.165
H 0.9313 3.2056 2.0263 0.077
H 2.3176 3.2753 3.0779 0.106
H 0.5834 6.5782 1.9919 0.128
H -0.1793 4.9665 1.8727 0.074
```

## Properties
* 2S+1: 1
* E_HOMO: -8.78 eV
* energy above the lowest of the compared OMol25 structures with the same formula, charge and spin: 108.3 kcal per mole
* total energy: -2963.50421 Ha
* orbital gap: 8.34 eV



DFT (ωB97M-V/def2-TZVPD) results for a 13-piece molecular cluster, C20H66O17 overall at a distorted geometry.

```
103
Properties=species:S:1:pos:R:3:lowdin_charge:R:1
O -0.2434 -1.9018 3.1905 -0.070
H -0.0875 -1.7619 2.2565 -0.031
H -0.2605 -1.0213 3.5655 0.027
O 0.0664 -3.4981 -3.2387 -0.061
H 0.6621 -4.2137 -3.4609 0.025
H -0.1898 -3.6716 -2.3329 -0.025
O 3.0595 -1.1685 0.0196 -0.023
H 2.7612 -0.3812 -0.4357 0.022
H 3.5436 -1.6605 -0.6437 0.079
O 1.5369 1.5846 2.8396 -0.071
H 1.9012 2.1669 2.1729 -0.039
H 2.1185 0.8244 2.8379 -0.028
O -1.1733 0.0632 -4.2269 -0.018
H -0.4809 -0.5976 -4.2357 0.063
H -0.9152 0.6903 -4.9024 0.050
C -3.5080 -3.9225 0.6930 -0.223
C -3.5167 -3.1910 -0.6394 -0.263
O -4.3494 -3.8704 -1.4980 -0.025
O -2.8385 -5.1613 0.5878 -0.078
H -4.4722 -4.0339 1.1890 0.130
H -2.9117 -3.3725 1.4211 0.105
H -2.5048 -3.1370 -1.0409 0.107
H -3.7616 -2.1385 -0.4962 0.111
H -3.9085 -4.7012 -1.6899 0.093
H -3.1429 -5.7812 1.2546 0.109
C 2.5753 5.5596 1.0516 -0.220
C 1.8250 4.2037 0.8750 -0.192
O 2.6780 3.0492 0.8964 -0.083
O 3.1368 5.6200 2.3546 -0.068
H 1.9250 6.4330 1.0023 0.113
H 3.3620 5.6985 0.3102 0.118
H 1.2178 4.2221 -0.0300 0.095
H 1.2413 4.0234 1.7776 0.118
H 3.1504 2.9544 0.0660 0.096
H 2.4689 5.3643 2.9950 0.084
C -0.1682 -0.7222 -0.4854 -0.170
C 0.3654 0.6701 -0.8609 -0.190
O 1.6789 0.6821 -1.4187 -0.072
O 0.4206 -1.1186 0.7523 -0.105
H -0.0936 -1.5552 -1.1844 0.114
H -1.2156 -0.6081 -0.2058 0.100
H 0.3240 1.3723 -0.0283 0.119
H -0.3707 1.0626 -1.5625 0.097
H 1.5912 0.9770 -2.3281 0.066
H 1.3538 -1.1001 0.5276 0.029
C -3.1816 2.5493 -2.7294 -0.287
C -4.1086 1.3505 -3.0311 -0.180
O -3.7514 0.8515 -4.3468 -0.097
O -3.3466 3.5394 -3.6710 -0.049
H -2.1368 2.2456 -2.6634 0.082
H -3.4531 2.9336 -1.7462 0.112
H -5.1848 1.5198 -3.0669 0.123
H -3.9348 0.5511 -2.3108 0.097
H -2.8819 0.4484 -4.4019 0.013
H -3.1124 3.1794 -4.5296 0.085
C 2.0515 4.2941 -3.8938 -0.046
C 1.0551 3.6180 -2.9857 -0.511
C -0.1953 4.4545 -2.6749 -0.032
O 0.7351 2.3744 -3.5455 -0.057
H 2.8333 3.5505 -4.0485 0.086
H 2.4620 5.2421 -3.5459 0.089
H 1.5225 4.4371 -4.8360 0.083
H 1.6205 3.5495 -2.0564 0.112
H -0.8607 3.8985 -2.0144 0.064
H -0.7795 4.6124 -3.5815 0.081
H 0.0312 5.3794 -2.1445 0.086
H 0.3519 2.5110 -4.4150 0.096
C 5.6235 -0.7295 3.4517 -0.067
C 4.1427 -0.8018 3.6738 -0.472
C 3.8055 0.0578 4.9805 -0.025
O 3.4161 -0.2779 2.6086 -0.078
H 6.1296 -1.1548 4.3183 0.081
H 5.8698 0.3299 3.5237 0.080
H 6.0204 -1.0107 2.4762 0.078
H 3.7846 -1.8289 3.7439 0.136
H 4.3830 -0.2651 5.8468 0.073
H 2.7967 -0.2191 5.2867 0.069
H 3.8239 1.1170 4.7238 0.082
H 3.5018 -0.8529 1.8446 0.058
C -3.5108 -0.5923 2.6254 -0.040
C -3.7596 0.8487 2.2444 -0.542
C -3.0660 1.2320 0.9557 -0.051
O -5.1112 1.0162 2.2201 -0.018
H -2.4302 -0.7249 2.5719 0.065
H -3.8368 -1.2486 1.8185 0.054
H -4.0107 -0.9884 3.5093 0.095
H -3.3085 1.5436 2.9526 0.144
H -3.4304 2.2282 0.7049 0.081
H -3.1720 0.5281 0.1302 0.062
H -2.0102 1.4094 1.1605 0.080
H -5.4429 0.3371 1.6283 0.095
C 0.2904 -5.1225 1.6890 -0.018
C 0.6639 -4.5530 0.2649 -0.437
C 1.8644 -5.2400 -0.3532 -0.057
O -0.4108 -4.6166 -0.6861 -0.085
H -0.3614 -4.4122 2.1976 0.060
H 1.1490 -5.1470 2.3601 0.080
H -0.1204 -6.1236 1.5583 0.080
H 0.9359 -3.4977 0.2851 0.108
H 1.9053 -5.0905 -1.4322 0.066
H 1.7499 -6.3227 -0.3006 0.078
H 2.7543 -4.9525 0.2067 0.083
H -1.2148 -4.8965 -0.2425 0.036
```

## Properties
* 2S+1: 1
* E_HOMO: -9.85 eV
* energy above the lowest of the compared OMol25 structures with the same formula, charge and spin: 29.4 kcal per mole
* total energy: -2080.57050 Ha
* orbital gap: 9.68 eV